{
  "formula": "C70H181N11O28",
  "method": "ωB97M-V with the def2-TZVPD basis set",
  "symbols": ["C", "C", "C", "O", "C", "N", "H", "H", "H", "H", "H", "H", "H", "H", "H", "H", "H", "C", "C", "C", "O", "C", "N", "H", "H", "H", "H", "H", "H", "H", "H", "H", "H", "H", "C", "C", "O", "O", "H", "H", "H", "H", "H", "H", "C", "C", "O", "O", "H", "H", "H", "H", "H", "H", "C", "C", "O", "O", "H", "H", "H", "H", "H", "H", "C", "C", "O", "O", "H", "H", "H", "H", "H", "H", "C", "O", "C", "C", "N", "C", "C", "O", "C", "H", "H", "H", "H", "H", "H", "H", "H", "H", "H", "H", "H", "H", "H", "H", "C", "O", "C", "C", "N", "C", "C", "O", "C", "H", "H", "H", "H", "H", "H", "H", "H", "H", "H", "H", "H", "H", "H", "H", "C", "O", "C", "C", "N", "C", "C", "O", "C", "H", "H", "H", "H", "H", "H", "H", "H", "H", "H", "H", "H", "H", "H", "H", "C", "O", "C", "C", "N", "C", "C", "O", "C", "H", "H", "H", "H", "H", "H", "H", "H", "H", "H", "H", "H", "H", "H", "H", "C", "O", "C", "C", "N", "C", "C", "O", "C", "H", "H", "H", "H", "H", "H", "H", "H", "H", "H", "H", "H", "H", "H", "H", "C", "O", "C", "C", "N", "C", "C", "O", "C", "H", "H", "H", "H", "H", "H", "H", "H", "H", "H", "H", "H", "H", "H", "H", "C", "O", "C", "C", "N", "C", "C", "O", "C", "H", "H", "H", "H", "H", "H", "H", "H", "H", "H", "H", "H", "H", "H", "H", "C", "O", "C", "C", "N", "C", "C", "O", "C", "H", "H", "H", "H", "H", "H", "H", "H", "H", "H", "H", "H", "H", "H", "H", "C", "O", "C", "C", "N", "C", "C", "O", "C", "H", "H", "H", "H", "H", "H", "H", "H", "H", "H", "H", "H", "H", "H", "H"],
  "positions_angstrom": [[3.328, -0.623, -4.281], [4.557, -1.466, -4.596], [5.345, -1.897, -3.403], [6.540, -2.472, -3.869], [7.248, -3.291, -2.957], [4.166, -2.611, -5.416], [2.877, -0.406, -5.223], [3.631, 0.250, -3.660], [2.560, -1.206, -3.729], [5.169, -0.901, -5.343], [4.725, -2.642, -2.790], [5.594, -1.005, -2.765], [8.069, -3.733, -3.502], [6.612, -4.062, -2.516], [7.610, -2.733, -2.116], [3.742, -3.359, -4.855], [4.948, -3.123, -5.808], [0.070, -5.795, 3.376], [1.448, -5.718, 4.152], [1.294, -5.711, 5.666], [2.496, -5.205, 6.337], [2.198, -4.685, 7.540], [2.233, -6.783, 3.708], [-0.527, -6.675, 3.628], [0.297, -5.948, 2.335], [-0.609, -4.976, 3.622], [1.919, -4.714, 3.894], [1.082, -6.699, 6.071], [0.409, -5.086, 5.803], [1.714, -5.409, 8.215], [1.535, -3.791, 7.541], [3.140, -4.371, 8.053], [2.889, -7.120, 4.412], [2.702, -6.523, 2.829], [0.978, -5.010, -3.324], [-0.127, -5.699, -4.184], [-1.399, -5.799, -3.479], [0.729, -3.625, -3.330], [1.959, -5.214, -3.793], [0.898, -5.501, -2.319], [0.175, -6.702, -4.426], [-0.160, -5.088, -5.108], [-1.801, -4.922, -3.585], [1.255, -3.201, -2.633], [-5.370, 4.662, -2.425], [-5.941, 5.906, -3.090], [-5.724, 5.843, -4.459], [-3.964, 4.581, -2.251], [-5.873, 3.781, -2.902], [-5.795, 4.667, -1.405], [-5.564, 6.870, -2.800], [-7.003, 5.872, -2.863], [-6.544, 5.709, -4.914], [-3.657, 4.514, -3.203], [-1.156, 5.808, -0.142], [-0.952, 4.295, -0.287], [-1.569, 3.717, 0.978], [-2.557, 6.196, -0.235], [-0.551, 6.219, -0.958], [-0.794, 6.199, 0.822], [0.100, 4.044, -0.161], [-1.406, 3.917, -1.197], [-2.498, 3.941, 0.919], [-3.011, 5.534, -0.796], [-1.988, 0.169, 2.769], [-2.217, -1.221, 2.268], [-2.943, -1.984, 3.306], [-3.245, 0.858, 2.920], [-1.473, 0.764, 2.019], [-1.502, 0.201, 3.774], [-1.261, -1.750, 2.009], [-2.794, -1.093, 1.353], [-3.243, -2.787, 2.840], [-3.771, 0.406, 3.578], [2.491, -4.000, 0.110], [2.008, -2.966, -0.674], [2.388, -1.709, -0.195], [1.418, -0.703, -0.818], [0.091, -1.062, -0.398], [-0.941, -0.373, -1.178], [-1.033, 1.150, -0.954], [-2.241, 1.661, -1.576], [-3.407, 1.439, -0.828], [2.012, -4.959, -0.181], [2.356, -3.919, 1.222], [3.614, -4.121, 0.064], [3.485, -1.498, -0.326], [2.159, -1.677, 0.863], [1.529, -0.682, -1.879], [1.758, 0.222, -0.407], [-0.091, -2.067, -0.459], [-1.891, -0.894, -0.908], [-0.756, -0.559, -2.209], [-0.240, 1.606, -1.515], [-0.974, 1.361, 0.100], [-3.251, 1.916, 0.109], [-3.643, 0.357, -0.793], [-4.279, 1.836, -1.324], [-9.412, 7.710, 6.215], [-8.383, 6.805, 6.599], [-7.201, 7.369, 7.168], [-6.185, 6.188, 7.304], [-5.877, 5.753, 5.943], [-4.928, 4.628, 5.790], [-4.683, 4.270, 4.341], [-5.882, 3.885, 3.649], [-5.540, 3.475, 2.363], [-9.753, 8.266, 7.096], [-10.274, 7.070, 5.921], [-9.131, 8.378, 5.426], [-7.474, 7.792, 8.134], [-6.740, 8.089, 6.508], [-6.703, 5.369, 7.934], [-5.279, 6.531, 7.827], [-6.759, 5.557, 5.469], [-5.347, 3.787, 6.329], [-3.984, 5.009, 6.178], [-3.926, 3.494, 4.303], [-4.189, 5.080, 3.815], [-6.371, 2.911, 1.934], [-4.623, 2.877, 2.315], [-5.328, 4.349, 1.766], [4.495, -7.812, 6.380], [4.782, -7.915, 5.034], [6.081, -7.563, 4.699], [6.185, -6.375, 3.712], [5.510, -6.569, 2.421], [6.128, -7.471, 1.420], [5.212, -7.885, 0.277], [4.873, -6.779, -0.489], [3.863, -6.993, -1.466], [3.421, -7.992, 6.463], [4.667, -6.798, 6.800], [5.091, -8.538, 7.012], [6.647, -8.401, 4.336], [6.551, -7.178, 5.638], [7.256, -6.138, 3.572], [5.771, -5.480, 4.224], [5.308, -5.622, 2.083], [6.453, -8.369, 1.925], [7.031, -6.984, 1.014], [4.290, -8.335, 0.746], [5.728, -8.707, -0.236], [3.554, -6.094, -1.956], [2.982, -7.338, -0.951], [4.092, -7.701, -2.273], [1.203, 1.923, 1.846], [2.561, 2.171, 1.409], [3.457, 1.445, 2.216], [4.847, 1.849, 1.802], [5.172, 1.277, 0.508], [6.564, 1.517, 0.125], [6.898, 1.360, -1.354], [6.283, 2.383, -2.105], [6.695, 2.468, -3.428], [0.573, 2.642, 1.314], [1.158, 2.155, 2.930], [0.778, 0.928, 1.649], [3.343, 0.313, 2.108], [3.216, 1.793, 3.277], [5.604, 1.530, 2.538], [4.844, 2.959, 1.808], [4.532, 1.826, -0.106], [7.303, 0.868, 0.640], [6.912, 2.534, 0.379], [6.660, 0.337, -1.655], [7.982, 1.497, -1.537], [7.741, 2.806, -3.518], [6.053, 3.239, -3.869], [6.490, 1.539, -3.965], [-8.839, 1.172, -1.453], [-8.099, 0.324, -0.601], [-7.179, 0.963, 0.259], [-6.284, -0.100, 0.737], [-6.986, -1.214, 1.330], [-6.088, -2.109, 2.034], [-6.769, -3.273, 2.692], [-7.211, -4.161, 1.700], [-8.322, -4.958, 2.108], [-9.401, 1.937, -0.966], [-9.499, 0.513, -2.081], [-8.073, 1.760, -2.059], [-7.759, 1.459, 1.039], [-6.612, 1.685, -0.356], [-5.694, 0.334, 1.584], [-5.571, -0.377, -0.012], [-7.674, -1.675, 0.759], [-5.648, -1.604, 2.922], [-5.297, -2.555, 1.369], [-7.541, -2.969, 3.406], [-6.092, -3.857, 3.338], [-8.050, -5.545, 3.020], [-8.528, -5.612, 1.295], [-9.235, -4.419, 2.301], [-5.589, 1.020, -5.858], [-5.481, 1.936, -4.777], [-4.253, 1.746, -4.122], [-3.077, 2.227, -4.853], [-3.187, 3.706, -4.922], [-2.043, 4.277, -5.637], [-2.387, 5.621, -6.128], [-3.475, 5.516, -7.022], [-4.104, 6.777, -7.229], [-4.714, 1.056, -6.573], [-6.409, 1.288, -6.536], [-5.736, 0.009, -5.498], [-4.107, 0.694, -3.913], [-4.273, 2.173, -3.132], [-2.974, 1.674, -5.821], [-2.203, 1.995, -4.198], [-4.010, 3.918, -5.477], [-1.792, 3.676, -6.509], [-1.178, 4.455, -5.020], [-1.509, 6.114, -6.612], [-2.758, 6.284, -5.351], [-5.047, 6.530, -7.755], [-3.436, 7.524, -7.701], [-4.383, 7.103, -6.262], [-0.760, 0.154, -6.105], [-1.937, -0.545, -5.673], [-1.646, -1.736, -5.018], [-2.898, -2.207, -4.196], [-2.496, -3.265, -3.278], [-3.476, -3.427, -2.202], [-2.941, -4.390, -1.142], [-2.012, -3.616, -0.329], [-1.171, -4.400, 0.476], [-1.046, 1.002, -6.734], [-0.077, -0.498, -6.717], [-0.250, 0.580, -5.249], [-0.930, -1.569, -4.184], [-1.228, -2.494, -5.590], [-3.653, -2.490, -4.858], [-3.309, -1.393, -3.602], [-1.656, -2.994, -2.840], [-4.464, -3.736, -2.634], [-3.635, -2.461, -1.716], [-2.396, -5.261, -1.658], [-3.779, -4.788, -0.479], [-0.391, -4.984, -0.122], [-1.701, -5.013, 1.217], [-0.608, -3.749, 1.091], [2.796, 3.231, -1.849], [2.795, 4.602, -1.943], [3.793, 5.301, -1.238], [3.837, 6.694, -1.715], [4.776, 7.449, -0.920], [4.811, 8.849, -1.300], [5.513, 9.064, -2.704], [4.803, 8.556, -3.871], [3.727, 9.463, -4.188], [2.325, 2.876, -0.942], [3.813, 2.882, -2.003], [2.250, 2.848, -2.734], [4.777, 4.832, -1.348], [3.585, 5.304, -0.191], [2.769, 7.058, -1.662], [4.143, 6.705, -2.772], [4.526, 7.361, 0.064], [5.379, 9.459, -0.579], [3.772, 9.271, -1.354], [6.487, 8.588, -2.693], [5.640, 10.131, -2.875], [3.225, 9.144, -5.101], [4.115, 10.523, -4.367], [2.992, 9.490, -3.395], [1.296, -1.209, 4.196], [2.496, -1.796, 3.761], [3.138, -2.490, 4.838], [4.290, -3.466, 4.425], [5.508, -2.685, 4.399], [5.566, -1.578, 3.419], [5.522, -2.079, 1.963], [6.730, -2.853, 1.720], [6.611, -3.465, 0.500], [1.355, -0.572, 5.105], [0.581, -2.024, 4.345], [0.893, -0.574, 3.384], [2.356, -2.838, 5.509], [3.667, -1.692, 5.402], [3.886, -3.940, 3.525], [4.369, -4.254, 5.215], [6.285, -3.240, 4.168], [6.490, -0.994, 3.557], [4.692, -0.905, 3.597], [5.471, -1.219, 1.300], [4.600, -2.673, 1.791], [7.658, -3.677, 0.123], [6.183, -2.732, -0.219], [6.065, -4.400, 0.536]],
  "forces_ev_per_angstrom": [[0.342, -0.631, 1.335], [-0.116, -0.144, -1.679], [0.199, 0.234, 1.386], [0.218, -0.477, -0.101], [-0.771, 0.144, -0.206], [-0.738, -1.304, 0.029], [-0.324, 0.746, -0.543], [-0.463, -0.300, -0.629], [0.534, 0.187, -0.105], [0.032, 0.009, 1.078], [0.696, 0.816, -0.587], [-0.325, -0.701, -0.176], [0.186, -0.141, -0.070], [-0.166, -0.274, -0.238], [0.485, 0.609, 0.449], [-0.326, 0.596, 0.059], [0.442, 0.585, -0.079], [0.363, -0.194, 1.581], [-1.201, 1.667, -0.213], [0.273, 0.447, -0.402], [-1.085, -0.992, -2.807], [0.083, 1.160, 3.107], [1.324, -1.233, -0.885], [0.405, -0.329, 0.377], [-0.009, 0.534, -0.526], [0.271, 0.454, -0.513], [-0.662, -0.741, 0.289], [-0.088, -0.258, -0.040], [0.194, 0.357, 0.801], [0.004, -0.043, -0.069], [0.201, -0.294, -0.373], [-0.553, -0.210, -0.457], [0.211, 0.260, -0.758], [0.150, -0.667, 0.840], [-0.816, -1.328, -0.323], [-0.009, 0.962, 0.950], [1.792, -0.160, -1.115], [-0.065, 0.391, 0.449], [-0.203, -0.119, 0.278], [0.321, 0.657, -0.480], [0.163, -0.423, -0.132], [-0.488, -0.390, 0.247], [-0.471, 0.445, 0.023], [-0.083, -0.200, 0.038], [-1.143, 0.168, 1.895], [-0.106, -0.741, 0.351], [0.694, 0.137, -1.572], [-0.544, 0.027, -1.764], [0.887, 0.447, -0.062], [0.196, -0.023, -0.093], [0.458, 0.192, 0.909], [-0.320, 0.147, 0.081], [-0.521, -0.200, -0.407], [0.518, -0.330, 0.738], [-0.422, -0.230, -0.675], [-0.986, 0.826, 3.381], [0.908, -0.171, -1.911], [0.993, -0.876, -0.032], [-0.199, 0.579, -0.033], [-0.032, -0.364, -0.396], [0.007, 0.030, -0.475], [-0.055, -0.310, -0.019], [-0.389, 0.171, 0.122], [0.131, 0.502, -0.132], [-0.799, 0.585, 1.257], [0.459, -0.987, 0.605], [0.542, 0.299, -1.575], [0.305, 0.195, -0.462], [0.395, -0.105, 0.170], [0.181, -0.167, -0.864], [-0.696, 0.564, 0.256], [-0.330, -0.419, -0.082], [0.041, 0.421, 0.453], [-0.130, -0.358, 0.265], [1.350, -1.850, 1.200], [-0.037, -0.628, -0.258], [-0.004, 0.901, -0.130], [1.114, -1.372, 0.970], [-0.814, 0.604, 0.363], [-0.750, -0.608, 1.305], [-1.258, -1.298, -1.032], [0.982, -0.064, -0.309], [0.074, -1.165, -0.539], [0.358, 0.649, -0.058], [-0.564, 0.544, -0.727], [-0.847, 0.076, -0.519], [-0.907, -0.074, -0.213], [0.227, -0.009, 0.648], [0.110, 0.104, -1.126], [-0.166, 1.159, 0.158], [0.351, 0.445, -0.119], [0.464, 0.613, -0.231], [-0.049, -0.004, -1.339], [0.544, 0.511, 0.024], [-0.111, 0.433, 0.352], [-0.383, -0.016, 1.273], [0.293, 0.284, 0.617], [0.037, 0.630, -0.208], [-0.546, -1.313, 1.200], [0.124, 0.068, -0.443], [0.025, -1.512, 0.165], [-1.332, -0.356, 0.141], [0.064, 0.133, -0.321], [-1.247, 1.349, -0.201], [-0.330, 0.152, 0.020], [0.860, -0.125, 1.375], [0.054, -0.157, -0.713], [0.083, 0.281, -0.086], [0.653, 0.491, -0.087], [0.282, 0.388, -0.542], [0.261, 0.232, 0.183], [-0.019, 0.535, -0.245], [0.791, 0.977, -0.666], [-0.250, -0.135, -0.186], [0.356, -0.064, 0.114], [0.474, -0.637, 0.306], [0.156, -0.520, 0.323], [-0.053, -0.750, 0.036], [-0.203, 0.689, -0.166], [0.101, 0.149, 0.066], [-0.135, -0.333, 0.302], [-0.086, 0.486, -0.613], [-0.031, -0.084, 1.632], [-0.476, -0.244, -1.019], [0.965, 1.944, 0.586], [-0.035, -0.238, 0.013], [-0.676, 0.339, 0.232], [0.160, 1.531, 0.387], [-0.776, -0.893, 1.771], [0.163, 0.780, -1.234], [-0.065, -0.744, 0.439], [0.134, -0.235, 0.311], [0.062, -0.325, -0.361], [-0.667, 0.502, -0.618], [0.202, -0.678, -0.158], [0.230, -0.415, -0.680], [0.026, -0.228, 0.124], [-0.028, -0.653, -0.546], [0.156, -0.827, -0.376], [0.025, -0.317, 0.232], [0.008, -0.231, -0.164], [0.558, 0.323, -0.421], [-0.083, 0.268, -0.560], [0.365, 0.990, -0.031], [-0.589, -0.473, 0.197], [0.454, -0.126, 0.365], [0.323, 1.152, 0.013], [-1.360, -0.984, -0.194], [-0.202, -0.458, 1.158], [0.507, 0.204, 0.892], [-0.483, 0.752, -0.991], [1.095, 0.756, -0.273], [0.566, 0.288, 0.161], [-0.833, -0.342, 0.970], [-0.380, 0.585, -0.586], [0.093, -0.107, 0.208], [-0.191, -0.235, -0.418], [0.674, -0.082, -0.033], [-0.135, 1.279, 0.239], [0.656, -0.840, -0.845], [-0.357, -0.044, -0.092], [0.273, -0.284, -0.129], [0.915, -0.847, -0.065], [-0.809, -0.114, 0.130], [-0.307, 0.033, 0.123], [-0.356, 0.048, -0.475], [-0.120, -0.323, 0.570], [-0.145, -0.376, -0.021], [0.225, -0.069, -0.109], [0.355, -0.146, -0.122], [1.605, -0.364, -1.410], [-0.857, -0.404, -0.357], [-1.034, 0.440, -1.419], [0.586, -0.005, 2.465], [0.168, -0.089, 0.901], [0.187, -0.255, 0.522], [0.149, -0.785, 0.463], [-1.463, -0.161, -0.236], [1.306, -0.291, 0.713], [-0.761, 0.344, 0.842], [0.741, 0.849, 0.514], [-0.996, -0.734, 0.027], [0.282, 0.142, 0.267], [-0.005, 0.177, 0.439], [-0.069, -0.159, -0.682], [0.468, -0.359, -0.834], [0.199, -0.057, -0.374], [0.275, 0.211, -0.915], [-0.169, 0.530, 0.439], [-0.481, 0.278, -0.460], [0.443, 0.386, -0.091], [-0.265, 0.261, -0.573], [-0.059, -0.728, -0.560], [-0.229, 0.725, 0.217], [0.429, 0.571, -1.362], [-0.345, -0.011, -0.802], [-0.267, -1.324, 1.014], [1.112, 0.856, 0.269], [0.771, -0.711, -0.511], [-0.606, 0.025, -0.010], [-0.381, 1.472, -0.964], [0.205, 0.059, -0.856], [-0.137, -1.215, -0.478], [-0.523, -0.182, 1.019], [-0.233, 0.139, 0.643], [0.073, -0.319, 0.104], [-0.038, -0.683, -0.094], [-0.333, 0.669, -0.042], [0.127, 0.847, 0.540], [-0.442, 0.025, -0.640], [-0.109, 0.145, 0.015], [0.345, -0.289, -0.109], [0.443, -0.638, 0.568], [-0.443, -0.288, 0.189], [0.384, 0.075, 0.739], [0.704, 0.576, -0.219], [-0.458, -0.424, -0.151], [-0.428, 0.904, 1.096], [-0.151, -0.599, -0.656], [0.441, 0.575, -0.943], [-1.186, 1.126, 3.841], [1.975, 0.676, 0.044], [-1.521, -0.538, -0.630], [-0.418, -0.446, -0.130], [-0.018, -0.845, 0.183], [-0.481, -0.527, -0.606], [0.636, -0.948, -0.621], [-0.247, -0.281, 0.041], [-0.534, 0.425, 0.700], [0.392, -0.147, 0.329], [0.278, 0.236, -0.551], [0.554, -1.455, -1.580], [-1.364, -0.930, -1.000], [0.155, 0.654, -0.104], [1.440, 0.427, 0.539], [0.886, -0.021, 0.418], [-0.238, 0.187, 0.201], [-0.789, 1.173, 0.991], [0.985, 0.448, -0.756], [-1.265, 0.338, 0.581], [-0.195, -0.385, -0.548], [0.710, 1.058, 0.527], [-0.001, -0.790, -1.260], [-0.417, 1.687, -0.389], [0.449, -1.263, -0.225], [-0.954, 0.470, -0.850], [0.176, 0.329, 0.269], [-0.131, 0.542, -1.361], [-1.013, -0.395, 0.251], [-0.321, 1.230, 0.706], [1.026, 0.600, -0.377], [0.097, -0.318, 0.423], [0.342, -0.501, 0.470], [-0.059, 0.130, 0.516], [0.036, -0.200, -0.194], [-0.349, -0.160, 1.212], [0.778, 0.167, -0.108], [-0.166, 0.122, 0.434], [0.085, 0.096, -0.192], [-0.153, -0.380, -0.164], [0.634, -0.090, 0.056], [0.071, -0.213, -0.014], [0.163, 0.255, 0.200], [0.215, -0.233, 0.011], [-0.355, -1.242, 0.275], [-0.228, 0.065, 0.280], [-0.764, 0.211, -0.540], [0.490, -0.324, -0.328], [0.988, 1.379, 0.798], [-1.928, 0.745, 1.131], [-0.256, 1.121, -0.481], [-0.900, -0.198, -0.277], [0.293, -0.011, 1.154], [-1.307, 1.072, 1.418], [1.793, 0.199, -1.937], [0.336, -0.446, -0.324], [-0.293, 0.164, 0.350], [0.366, -0.318, 0.284], [0.105, -0.803, -0.100], [-0.221, -0.361, 0.168], [0.649, -0.235, -0.504], [-0.103, 0.680, -0.671], [1.165, -1.171, -0.073], [-0.270, -0.308, 0.135], [0.719, -0.422, -0.233], [0.169, 0.161, -0.392], [0.517, -0.009, 0.071], [-1.052, -0.009, 0.378], [-0.088, -0.681, 0.028], [-0.401, -0.199, -0.190]],
  "e_tot_ha": -5484.08259,
  "de_lowest_ev": 0.0000,
  "homo_lumo_gap_ev": 8.866,
  "e_homo_ev": -8.2853
}